H10NaO5 | wB97M-V/def2-TZVPD

Positions of all 16 atoms, in Å:
H1 1.56 2.40 -1.16
H2 -0.63 2.32 1.93
H3 -1.81 1.42 1.62
O1 1.97 -0.05 1.87
H4 1.29 -0.43 2.43
Na1 -0.01 -0.21 -0.03
O2 -2.29 -0.84 -0.64
H5 -3.08 -0.31 -0.62
O3 -0.88 1.54 1.43
H6 0.98 -3.20 -1.23
H7 -2.49 -1.56 -1.24
O4 0.63 -2.31 -1.27
H8 -0.19 -2.40 -1.75
H9 2.39 0.62 2.41
H10 1.33 1.47 -2.34
O5 1.22 1.53 -1.39

Properties
Relative energy (zero: lowest compared OMol25 entry of this formula, charge and spin)   8.4 kcal per mole
Net charge   +1
E_HOMO   -15.206 eV
HOMO-LUMO gap   11.9 eV

What are the Mulliken partial charges on each atom? They are as follows, in elementary charge units: 0.28, 0.28, 0.30, -0.60, 0.34, 0.78, -0.54, 0.30, -0.53, 0.31, 0.28, -0.58, 0.32, 0.31, 0.29, -0.52


C14H26AlBBr6Cl3F5N2O5S | wB97M-V/def2-TZVPD

Positions of all 64 atoms, in Å:
Br1 0.47 -3.77 5.49
F1 -4.86 -4.75 3.77
Br2 -0.84 -6.36 6.73
C1 3.85 -5.31 2.28
H1 -0.31 0.58 -0.86
H2 1.49 -5.99 6.02
Cl1 2.69 -1.29 4.34
Cl2 5.29 -5.24 1.26
N1 4.10 4.01 -5.17
O1 -2.72 -2.49 5.91
S1 0.69 -1.39 4.38
C2 2.26 0.76 -5.36
C3 -3.08 2.15 -1.58
C4 3.20 2.89 -4.82
H3 -1.34 5.03 -2.10
O2 4.70 3.92 -6.22
H4 -1.34 3.49 -2.99
O3 0.28 -0.73 5.80
O4 -0.82 1.24 -1.34
H5 -4.76 4.17 -1.73
H6 2.54 3.80 -3.00
Cl3 4.27 -4.97 3.99
C5 -3.79 4.40 -2.15
Br3 1.19 0.16 1.00
H7 0.22 -0.48 3.45
H8 -3.06 1.96 -2.65
H9 0.42 -1.70 -0.45
H10 -4.09 2.03 -1.21
H11 -2.19 1.31 0.21
N2 -2.74 3.62 -1.42
H12 3.43 -6.30 2.23
H13 -2.60 5.09 0.08
C6 -1.41 3.95 -2.01
F2 -3.71 -4.07 5.64
H14 3.13 -4.60 1.91
C7 3.12 1.81 -5.68
C8 2.46 2.95 -3.66
C9 1.23 -1.65 0.26
H15 2.16 -0.09 -6.02
H16 -3.72 3.75 0.45
C10 0.55 -5.69 5.59
F3 -2.66 -4.19 3.63
C11 -2.75 4.02 0.02
F4 1.85 -5.11 0.77
B1 -3.88 -3.90 4.23
H17 -2.55 0.16 -1.08
F5 -4.22 -2.57 3.97
C12 1.60 1.90 -3.35
H18 0.82 0.00 -3.95
Al1 4.14 -0.62 -6.32
H19 -3.57 5.46 -2.04
C13 -2.17 1.16 -0.87
H20 3.71 1.79 -6.59
C14 1.50 0.81 -4.19
O5 4.16 4.93 -4.40
H21 -1.95 3.50 0.54
H22 -1.90 -1.97 5.78
Br4 2.86 -1.97 -0.69
H23 1.01 1.94 -2.44
Br5 0.47 -6.40 3.82
H24 -0.62 3.60 -1.35
H25 -3.75 4.12 -3.20
H26 0.65 0.17 5.79
Br6 0.89 -3.03 1.55

Properties
Net charge   +2
E_HOMO   -11.755 eV
HOMO-LUMO gap   2.1 eV

What are the Mulliken partial charges on each atom? They are as follows, in elementary charge units: 0.12, -0.28, 0.00, 0.45, -0.16, 0.44, 0.09, -0.19, 1.03, -0.04, 0.27, -0.06, -0.71, -0.15, 0.44, -0.58, 0.40, -0.40, -0.04, 0.41, 0.52, -0.20, -0.88, -0.16, 0.20, 0.39, 0.32, 0.40, 0.45, -0.05, 0.22, 0.39, -0.99, -0.14, -0.24, -0.50, -0.45, -0.18, 0.31, 0.37, -0.37, -0.23, -0.87, -0.71, 0.56, 0.48, -0.37, -0.14, 0.49, 0.73, 0.40, -0.61, 0.52, -0.65, -0.57, 0.36, 0.30, 0.01, 0.55, 0.03, 0.36, 0.39, 0.39, 0.13


C21H29N5O4 | wB97M-V/def2-TZVPD

Positions of all 59 atoms, in Å:
H1 -1.15 -2.87 0.54
H2 0.98 -1.18 -0.39
H3 1.53 -1.73 4.32
H4 2.86 -1.67 5.49
O1 4.23 -2.25 1.47
H5 -1.12 3.33 0.45
H6 4.47 0.53 2.06
C1 -3.64 -1.41 -2.06
H7 -3.22 -6.52 -1.34
H8 4.37 -2.14 3.80
H9 1.22 -1.90 1.96
C2 -1.93 3.22 -1.54
C3 2.53 -1.33 4.50
H10 -2.93 3.53 -1.20
H11 0.38 1.31 -0.12
H12 -1.32 -0.40 0.22
N1 -1.81 1.77 -1.65
C4 -3.56 -2.80 -1.88
C5 -2.93 0.93 -1.52
O2 2.99 -1.08 -0.74
H13 0.81 3.76 -1.89
C6 1.91 -1.60 0.00
C7 2.44 1.20 1.84
C8 0.52 3.29 -0.94
C9 -4.21 -4.92 -2.40
H14 -4.82 -5.62 -2.97
O3 1.93 2.25 2.20
H15 -1.78 3.68 -2.53
H16 4.30 2.21 1.55
O4 -4.05 1.41 -1.49
H17 0.75 0.28 2.13
N2 1.69 0.10 1.84
N3 -2.49 -4.65 -0.72
H18 4.00 0.92 0.39
C10 3.31 -1.84 2.16
C11 -0.89 3.74 -0.54
C12 -2.63 -3.32 -0.93
C13 -3.29 -5.44 -1.46
H19 -0.45 0.20 -2.16
H20 -4.36 -1.03 -2.78
H21 -0.73 5.73 -1.41
C14 0.57 1.77 -1.09
H22 -1.95 5.59 -0.13
C15 2.01 -1.31 1.51
H23 2.50 -0.24 4.51
C16 -0.49 1.28 -2.08
H24 1.56 1.45 -1.43
C17 -2.82 -0.53 -1.33
H25 -0.27 1.68 -3.08
N4 -4.35 -3.60 -2.62
C18 -0.95 5.27 -0.44
H26 1.88 -2.68 -0.15
C19 -1.93 -1.07 -0.38
H27 3.79 -1.49 -0.39
C20 3.90 1.20 1.43
H28 1.24 3.60 -0.18
N5 3.47 -1.80 3.49
H29 -0.23 5.63 0.29
C21 -1.84 -2.45 -0.19

Properties
Relative energy (zero: lowest compared OMol25 entry of this formula, charge and spin)   25.3 kcal per mole
Net charge   0
E_HOMO   -9.001 eV
HOMO-LUMO gap   8.3 eV
SMILES   C[C@@H]1CCCN(C(=O)c2ccc3nccnc3c2)C1.CNC(=O)[C@H](CO)NC(C)=O

What are the Mulliken partial charges on each atom? They are as follows, in elementary charge units: 0.51, -0.15, 0.25, 0.34, -0.73, 0.16, 0.31, -0.55, 0.41, 0.31, 0.47, -1.33, -0.76, 0.43, -0.54, 0.60, 0.30, 0.25, 0.22, -0.58, 0.36, -0.53, 0.64, -1.26, -0.31, 0.40, -0.67, 0.26, 0.43, -0.66, 0.29, 0.22, -0.66, 0.22, 0.11, 1.05, 0.66, -0.27, 0.49, 0.47, 0.35, 0.73, 0.43, -0.06, 0.25, -1.39, 0.53, 0.08, 0.38, -0.64, -1.76, 0.46, -0.10, 0.42, -1.16, 0.45, -0.08, 0.41, -0.47


C27H32O6 | wB97M-V/def2-TZVPD

Positions of all 65 atoms, in Å:
C1 -2.69 -0.60 0.45
H1 1.25 -3.92 -1.24
H2 5.17 0.64 -0.43
H3 5.05 -0.22 -2.01
O1 3.33 0.76 -1.39
C2 0.82 -1.82 -1.44
C3 -1.45 -1.22 0.83
H4 -4.70 -0.86 -0.33
H5 -1.64 2.93 -1.72
C4 -2.95 -4.80 0.95
C5 -3.80 -1.32 0.07
O2 3.51 -1.15 -0.25
C6 -0.24 -0.51 1.09
C7 -0.27 0.84 1.60
O3 -0.43 0.49 -2.17
C8 2.78 -0.33 -0.82
H6 -1.90 1.04 -3.41
C9 0.26 1.19 2.87
H7 5.04 2.82 -1.62
H8 1.24 -3.04 0.31
H9 -4.76 -5.58 -0.06
C10 -0.93 1.45 -3.14
C11 0.73 0.76 -1.49
O4 -4.88 -3.51 0.23
C12 -2.61 -3.37 0.71
C13 -1.07 2.87 -2.66
H10 6.30 1.83 -2.37
H11 -1.24 3.96 0.51
H12 1.64 3.15 4.75
C14 4.76 0.69 -1.45
C15 -0.83 1.85 0.78
H13 -2.43 -5.47 0.26
H14 -2.76 0.48 0.45
H15 -0.74 4.90 5.02
C16 1.33 -0.47 -0.98
H16 -5.02 -5.05 1.64
H17 0.43 -1.12 -3.44
C17 -3.78 -2.71 0.28
O5 -0.42 4.74 2.97
C18 0.56 3.19 4.57
H18 0.06 2.73 5.44
H19 -0.57 -3.18 1.30
C19 0.18 2.51 3.29
H20 0.69 0.43 3.52
C20 0.95 -1.96 -2.95
C21 5.23 1.91 -2.19
H21 4.72 2.00 -3.16
H22 0.90 5.37 4.46
H23 0.49 -2.90 -3.27
H24 -1.24 1.56 -0.18
H25 -0.09 3.32 -2.52
H26 2.62 -2.84 -0.78
C22 0.09 4.63 4.35
C23 -4.46 -4.85 0.71
C24 -0.86 3.17 1.15
O6 1.09 1.91 -1.26
H27 2.01 -1.97 -3.23
C25 -0.37 3.50 2.43
H28 -2.70 -5.11 1.98
C26 -1.46 -2.65 0.96
C27 1.53 -2.98 -0.74
H29 -1.62 3.44 -3.42
H30 0.64 -1.10 1.35
H31 -0.27 1.41 -4.02
H32 -0.23 -1.85 -1.11

Properties
Relative energy (zero: lowest compared OMol25 entry of this formula, charge and spin)   26.6 kcal per mole
Net charge   0
E_HOMO   -7.179 eV
HOMO-LUMO gap   6.0 eV

What are the Mulliken partial charges on each atom? They are as follows, in elementary charge units: -0.60, 0.36, 0.28, 0.28, -0.23, 1.45, 1.02, 0.45, 0.09, -0.64, -1.68, -0.71, -0.43, 1.03, -0.19, -0.41, 0.35, -0.85, 0.31, 0.27, 0.29, -0.33, -0.21, -0.53, 0.73, -0.94, 0.41, 0.43, 0.25, -0.17, 0.23, 0.23, 0.56, 0.27, 1.34, 0.27, 0.17, 0.12, -0.58, -0.66, 0.27, 0.45, 0.96, 0.44, -1.47, -1.24, 0.30, 0.28, 0.47, -0.12, 0.24, 0.26, -0.39, -0.34, -1.94, -0.59, 0.33, 0.03, 0.30, 0.01, -1.40, 0.48, 0.54, 0.35, -0.22


C8H8F12O13S4Zr | wB97M-V/def2-TZVPD

Positions of all 46 atoms, in Å:
F1 20.61 -18.01 41.08
F2 20.74 -14.77 37.62
O1 22.60 -16.07 39.39
S1 26.66 -15.17 37.03
O2 23.66 -14.71 37.39
F3 22.74 -18.59 41.28
O3 21.28 -14.94 41.14
O4 25.86 -18.15 41.67
C1 21.82 -17.62 41.54
O5 26.18 -14.25 38.04
H1 25.41 -13.66 42.56
H2 27.86 -11.28 40.90
H3 26.46 -15.02 42.21
F4 28.48 -18.47 39.47
F5 29.26 -14.44 36.85
C2 26.08 -12.52 40.24
F6 27.22 -20.20 39.93
C3 27.49 -12.30 40.77
O6 23.73 -15.53 41.04
S2 23.09 -13.42 37.75
O7 23.63 -12.29 37.06
C4 27.26 -18.99 39.40
F7 28.87 -15.79 38.57
O8 23.60 -13.60 39.11
C5 21.16 -13.52 37.68
S3 22.33 -15.89 40.81
H4 25.39 -11.88 40.79
F8 26.90 -19.09 38.14
H5 25.94 -12.24 39.20
H6 28.16 -12.76 40.04
O9 25.89 -16.30 37.55
F9 28.94 -16.61 36.56
Zr1 24.68 -15.42 39.10
H7 27.60 -12.59 42.97
F10 21.82 -17.56 42.83
C6 28.59 -15.50 37.27
F11 20.73 -12.93 36.57
F12 20.68 -12.80 38.71
C7 26.22 -13.99 41.92
O10 26.39 -16.35 40.09
S4 26.06 -17.77 40.30
H8 28.34 -13.77 42.12
O11 26.38 -14.84 35.64
O12 24.79 -17.59 39.58
O13 25.80 -13.90 40.58
C8 27.47 -13.12 42.03

Properties
Relative energy (zero: lowest compared OMol25 entry of this formula, charge and spin)   74.9 kcal per mole
Net charge   0
E_HOMO   -11.088 eV
HOMO-LUMO gap   11.5 eV

What are the Mulliken partial charges on each atom? They are as follows, in elementary charge units: -0.19, -0.16, -0.58, 1.20, -0.58, -0.18, -0.58, -0.65, 0.62, -0.53, 0.34, 0.37, 0.23, -0.19, -0.18, -0.79, -0.20, -0.50, -0.47, 1.20, -0.58, 0.70, -0.16, -0.53, 0.67, 1.19, 0.42, -0.19, 0.34, 0.16, -0.63, -0.20, 1.03, 0.35, -0.19, 0.62, -0.21, -0.19, -0.63, -0.51, 1.27, 0.27, -0.59, -0.68, 0.78, -0.69